1.
ORCA calculation (ωB97M-V/def2-TZVPD) on C5H10N4 in the gas phase.

Element x y z (Å)
C: 2.031 0.168 -0.743
C: 0.979 -1.372 0.152
C: -2.087 1.475 0.263
C: 0.401 -2.152 -1.129
C: -0.987 1.497 1.317
N: 2.127 -1.092 -0.628
N: 0.997 0.824 -0.197
N: 0.326 -0.072 0.403
N: -0.479 0.151 1.286
H: 2.885 0.783 -0.992
H: 1.194 -1.938 1.160
H: -2.474 2.554 0.348
H: -1.577 1.328 -0.752
H: -2.814 0.704 0.374
H: -0.379 -1.657 -1.661
H: 1.417 -2.165 -1.634
H: -0.002 -3.068 -0.789
H: -0.172 2.227 0.933
H: -1.387 1.804 2.291

## Properties
- total charge = 0
- molar mass (g/mol) = 126.16
- E_HOMO (spin up / spin down) (eV) = -8.25 / -8.25
- relative energy (zero: lowest compared OMol25 entry of this formula, charge and spin) (kJ/mol) = 510.3
- orbital gap (spin up / spin down) (eV) = 8.6 / 8.6
- LUMO energy (spin up / spin down) (eV) = 0.4 / 0.4

2.
ORCA calculation (ωB97M-V/def2-TZVPD) on a gas-phase ion, C5H10N4 (charge +2).

Element x y z (Å)
N: -3.916 -0.632 0.441
C: -2.872 0.018 0.195
N: -1.805 0.464 -0.085
C: -0.421 0.836 -0.635
C: 0.823 1.837 -0.024
N: 1.753 0.818 0.592
C: 1.464 -0.448 0.154
N: 2.379 -1.380 0.283
C: 0.222 -0.516 -0.679
H: -4.315 -0.713 1.346
H: -4.681 -0.533 -0.212
H: -0.535 1.244 -1.666
H: 0.351 2.632 0.739
H: 1.410 2.414 -0.804
H: 2.478 0.930 1.289
H: 2.417 -2.279 -0.150
H: 3.305 -1.103 0.730
H: -0.352 -1.447 -0.398
H: 0.621 -0.697 -1.766

## Properties
- total charge = +2
- molar mass (g/mol) = 126.16
- E_HOMO (eV) = -18.40
- relative energy (zero: lowest compared OMol25 entry of this formula, charge and spin) (kJ/mol) = 69.9
- orbital gap (eV) = 11.0
- LUMO energy (eV) = -7.4

Q: Among the records above, which one has the highest total charge?
A: number 2